(1)
The following is a DFT calculation (ωB97M-V/def2-TZVPD) of a molecular structure, C35H31Co2NO5P.

Computed properties:
- HOMO-LUMO gap: 5.3 eV
- HOMO level: -3.0 eV
- Energy relative to the best compared isomer or geometry (same formula, charge and spin): 51.1 kcal per mole
- Total charge: -1

Geometry (Å):
Co  1.28151  -0.24836  -1.11039
Co  1.44735  -1.08748  1.99705
P  1.64603  1.99620  -0.81989
O  -1.50237  -1.07954  2.25560
O  2.77703  -3.10657  3.69704
O  1.90694  1.74287  2.65938
O  -1.59665  -0.82324  -1.44060
O  2.63662  -1.15699  -3.53276
N  -5.28563  -1.93614  0.26580
C  1.55278  2.53547  -2.53583
C  -0.36578  -1.09787  2.16997
C  2.25999  -2.31378  3.06302
C  1.74807  0.64237  2.41423
C  0.36765  2.79228  0.16999
C  2.57242  3.52192  -4.45694
C  1.40310  3.34350  -5.16575
C  0.42139  -5.21494  1.63332
C  0.31223  2.75269  -4.56173
C  -5.81374  -3.30688  0.24573
C  -0.62490  2.04408  0.76363
C  1.42743  -3.32198  0.45102
C  3.32179  2.17300  -0.17540
C  -1.57415  2.66212  1.55305
C  2.09027  -0.81530  -2.59207
C  4.87971  3.07069  1.39993
C  2.53456  -1.06337  0.26032
C  2.64552  3.11784  -3.13667
C  4.33216  1.45165  -0.76869
C  3.59323  2.98607  0.90040
C  -1.95447  -5.25385  1.95536
C  -1.53619  4.02866  1.73229
C  0.38664  2.34661  -3.24226
C  -1.00031  -3.52479  0.61492
C  -5.64002  -1.22599  -0.96823
C  -2.09690  -4.11917  1.17220
C  0.30829  -4.03408  0.84715
C  5.62082  1.54075  -0.27804
C  -5.65869  -1.21245  1.50270
C  5.89474  2.35348  0.80221
C  1.33958  -1.88575  0.11168
C  -0.48628  -0.59468  -1.32382
C  -0.69365  -5.79282  2.17869
C  -0.55226  4.77751  1.12183
C  0.40265  4.15734  0.33666
H  4.10824  0.81824  -1.61154
H  -6.72143  -1.15034  -1.06742
H  2.40028  -3.74248  0.63191
H  -5.24004  -0.20810  1.48867
H  -0.52413  5.84414  1.26076
H  6.41114  0.97258  -0.73521
H  -5.24294  -1.74944  -1.83543
H  3.39748  -1.51434  -0.22803
H  2.78632  3.51647  1.38101
H  -6.74156  -1.13909  1.58727
H  -5.27102  -1.73394  2.37555
H  -2.27595  4.51019  2.35033
H  6.90131  2.43100  1.17880
H  1.34375  3.66003  -6.19455
H  -0.59509  2.59859  -5.12008
H  -0.45524  1.87459  -2.76074
H  -5.51764  -3.83842  1.14930
H  3.55563  3.25039  -2.57441
H  -3.06749  -3.67443  1.02204
H  5.08520  3.68721  2.25958
H  1.39976  -5.60025  1.86201
H  -6.90145  -3.29521  0.19102
H  -2.82210  -5.71937  2.39210
H  3.42999  3.96603  -4.93280
H  -1.12460  -2.64233  0.00689
H  -0.58891  -6.65168  2.81878
H  1.17666  4.73295  -0.14634
H  -5.42464  -3.84832  -0.61557
H  -5.22123  -0.22178  -0.95429
H  -0.65536  0.97654  0.61978
H  -2.33345  2.06952  2.03458

Cartesian forces, eV/Å:
Co -1.1 -1.8 1.2
Co -0.3 0.5 -0.2
P -0.8 -4.2 -0.4
O -0.3 0.1 -0.2
O 0.4 -0.4 0.5
O 0.0 0.4 0.6
O -1.3 -0.6 -0.1
O 0.6 -0.5 -1.2
N 0.2 -0.2 0.2
C 0.4 0.9 1.0
C 1.0 0.2 0.8
C -0.2 0.3 -0.5
C -0.2 -1.2 -0.7
C 0.9 0.5 -0.5
C 0.2 -0.1 -0.1
C 0.1 0.1 -0.3
C 0.2 1.2 -0.7
C -0.2 -0.1 0.2
C 0.4 0.9 0.1
C -0.3 -0.3 0.2
C 0.5 5.4 -0.9
C -0.9 1.2 -0.2
C -0.1 -0.1 0.0
C -0.5 1.0 1.5
C 0.0 0.1 0.1
C -2.2 -1.0 -1.4
C 0.3 0.3 -0.3
C 0.5 -0.3 -0.3
C 0.1 0.4 0.4
C 0.0 -0.2 0.1
C -0.2 0.1 0.2
C -0.5 0.0 -0.4
C 1.0 -0.3 -0.3
C 0.3 -0.2 0.9
C -0.3 -0.3 0.1
C -2.7 -1.8 0.8
C -0.1 -0.1 -0.2
C 0.3 -0.5 -1.2
C 0.2 0.1 0.2
C 2.9 -1.6 -0.1
C 1.9 1.5 -0.3
C -0.6 -0.1 0.2
C 0.2 0.3 -0.1
C -0.3 0.6 0.3
H 0.0 -0.2 -0.1
H -0.5 0.1 -0.2
H 0.4 -0.1 0.0
H 0.1 0.0 -0.1
H 0.0 0.3 0.0
H 0.2 -0.2 -0.2
H 0.1 -0.1 0.0
H 0.7 0.2 1.0
H 0.1 0.2 0.0
H -0.5 0.1 0.2
H 0.1 -0.1 0.0
H -0.1 0.1 0.1
H 0.2 0.0 0.1
H 0.0 0.0 -0.2
H -0.2 0.0 -0.1
H -0.1 -0.1 0.0
H 0.0 0.0 0.0
H 0.2 0.1 0.0
H -0.2 0.1 -0.1
H 0.0 0.1 0.1
H 0.3 -0.1 0.0
H -0.5 -0.2 0.0
H -0.2 -0.1 0.1
H 0.2 0.1 -0.1
H 0.1 0.0 0.1
H 0.0 -0.3 0.1
H 0.1 0.2 -0.1
H 0.0 0.0 0.0
H 0.1 0.0 0.0
H 0.2 -0.1 -0.1
H -0.2 -0.1 0.1

(2)
The following is a DFT calculation (ωB97M-V/def2-TZVPD) of a molecular structure, C35H32BCoN3O2P2S5Se2.

Computed properties:
- 2S+1: 5
- HOMO-LUMO gap (spin up / spin down): 6.8 / 6.6 eV
- HOMO level (spin up / spin down): -4.6 / -5.7 eV
- Energy relative to the best compared isomer or geometry (same formula, charge and spin): 0.0 kcal per mole
- Total charge: -1

Geometry (Å):
Se  -0.12007  -0.81678  3.71586
Se  1.76175  -0.88816  -2.44886
Co  -0.63283  -0.09224  -3.07831
S  -0.47809  0.88302  -5.22803
S  1.40321  4.78818  -5.20902
S  1.82151  5.33436  -8.10252
S  0.55726  2.83035  -7.13856
S  0.45623  3.25064  -2.88109
P  -0.61592  0.97796  2.73069
P  1.48634  -0.09118  -0.47240
O  -1.42828  -3.18028  -3.90532
O  -1.92618  -2.30729  -1.86721
N  -2.22472  0.95067  -0.77539
N  -2.17614  1.14517  0.52120
N  -1.05093  0.56054  -1.21588
C  -2.54699  -5.31821  -3.83043
C  2.55156  4.27717  3.13961
C  -3.97435  -3.50604  -2.10036
C  2.32591  2.53693  0.02996
C  1.17401  -3.59041  1.48720
C  2.21069  -3.55999  2.41349
C  -4.53594  2.55023  4.55312
C  3.03582  -2.44988  2.50336
C  -2.17101  2.82098  4.20897
C  0.97016  -2.51150  0.64823
C  4.04676  0.90609  -0.40992
C  0.38859  3.55679  2.37884
C  0.65102  3.34920  -4.52642
C  5.00593  1.90008  -0.34717
C  -0.18321  0.48172  -0.17169
C  2.81369  3.00484  3.62228
C  2.70119  1.22331  -0.20400
C  -2.22698  -4.28027  -0.50840
C  2.83587  -1.36294  1.66364
C  -2.14841  1.67299  3.42544
C  -3.36594  3.25946  4.76742
C  1.29944  4.37127  -6.87998
C  -3.32203  0.93951  3.24688
C  -1.72386  -4.30148  -3.05612
C  1.80535  -1.39828  0.73380
C  1.34109  4.55353  2.51387
C  0.25459  2.38908  -5.46874
C  -0.38908  -4.92071  -2.64905
C  1.85355  2.00661  3.50493
C  0.63778  2.28421  2.89629
C  -0.93106  0.84928  0.95753
C  -2.47064  -3.63997  -1.86295
C  3.29004  3.53672  0.05763
C  -4.50984  1.38208  3.80144
C  4.62503  3.21996  -0.12363
B  -1.43401  -2.01522  -3.15275
H  -2.65351  -5.28626  -0.47331
H  -1.16466  -4.34176  -0.27944
H  3.76625  2.78510  4.08812
H  -5.41920  0.81577  3.64585
H  1.14549  5.54252  2.11762
H  0.51997  -4.45263  1.43387
H  -2.70529  -3.66943  0.25953
H  5.37249  4.00380  -0.11131
H  -0.53636  -5.81895  -2.04488
H  -3.40578  -4.84895  -4.30840
H  -3.37674  4.15913  5.37010
H  0.15888  -5.18885  -3.55364
H  1.28214  2.78077  0.16856
H  2.02602  1.00923  3.89468
H  6.04973  1.65437  -0.49903
H  -1.25989  3.36833  4.40357
H  2.36677  -4.40404  3.07529
H  -5.46791  2.90334  4.97695
H  0.21838  -4.20181  -2.09385
H  -3.29385  0.02452  2.67278
H  2.98538  4.56584  0.20177
H  3.29663  5.05776  3.23972
H  0.16014  -2.50531  -0.07551
H  -1.92839  -5.76834  -4.60891
H  -2.89581  -6.10864  -3.16054
H  3.82953  -2.42325  3.24048
H  3.46505  -0.48548  1.74335
H  4.32564  -0.11366  -0.64609
H  -4.17254  -3.09508  -3.09119
H  -4.37632  -2.81001  -1.36293
H  -4.48401  -4.46700  -1.99803
H  -0.54612  3.75679  1.86731

Cartesian forces, eV/Å:
Se 0.0 0.0 0.0
Se -0.2 0.2 0.1
Co 0.4 0.0 -0.3
S -0.1 0.2 -0.3
S 0.0 -0.1 -0.1
S 0.0 0.0 0.0
S 0.0 0.0 0.1
S 0.0 -0.1 0.2
P 0.0 -0.1 0.1
P 0.2 -0.1 0.0
O 0.0 0.1 -0.3
O 0.0 -0.3 0.0
N 0.0 0.1 0.0
N 0.0 0.0 0.0
N 0.4 0.1 0.3
C 0.0 0.1 0.0
C 0.0 0.0 0.1
C 0.1 0.0 0.0
C 0.0 -0.1 -0.1
C 0.0 0.0 0.0
C 0.0 0.0 0.0
C 0.0 0.0 0.0
C 0.0 0.0 0.0
C 0.0 -0.1 0.0
C 0.0 0.0 0.0
C 0.0 0.1 0.1
C 0.1 0.0 0.1
C 0.0 0.0 0.2
C 0.0 0.0 0.0
C -0.2 0.1 0.1
C 0.0 0.0 0.0
C -0.1 0.0 0.0
C 0.0 0.1 0.0
C -0.1 0.0 -0.1
C 0.0 0.0 0.0
C 0.0 0.0 0.0
C -0.1 0.0 0.1
C 0.0 0.1 0.0
C 0.0 -0.1 0.1
C 0.0 0.0 0.0
C -0.1 0.0 0.1
C 0.0 -0.2 -0.2
C 0.0 0.1 0.0
C 0.0 0.1 0.1
C 0.0 0.0 -0.1
C 0.0 0.1 -0.2
C -0.1 0.0 -0.1
C 0.0 0.0 -0.1
C 0.0 0.0 0.0
C 0.0 0.0 0.0
B -0.2 -0.1 0.5
H 0.0 0.0 0.0
H 0.0 0.0 0.0
H 0.0 0.0 0.0
H 0.0 0.0 0.0
H 0.0 0.0 0.0
H 0.0 0.0 0.0
H 0.0 0.0 0.0
H 0.0 0.0 0.0
H 0.0 0.0 0.0
H 0.0 0.0 0.0
H 0.0 0.0 0.0
H 0.0 0.0 0.0
H 0.0 0.0 -0.1
H 0.0 0.0 0.0
H 0.0 0.0 0.0
H 0.0 0.1 0.0
H 0.0 0.0 0.0
H 0.0 0.0 0.0
H 0.0 0.0 0.0
H 0.0 0.0 0.0
H 0.0 -0.1 0.0
H 0.0 0.0 0.0
H 0.0 -0.1 0.0
H 0.0 0.0 0.0
H 0.0 0.0 0.0
H 0.0 0.0 0.0
H 0.0 0.0 0.0
H 0.0 0.0 0.0
H 0.0 0.0 0.0
H 0.0 0.0 0.0
H 0.0 0.0 0.0
H 0.0 0.0 0.0

(3)
The following is a DFT calculation (ωB97M-V/def2-TZVPD) of a molecular structure, C35H32BF2GaN3O2P.

Computed properties:
- 2S+1: 2
- HOMO-LUMO gap (spin up / spin down): 4.7 / 5.2 eV
- HOMO level (spin up / spin down): -2.3 / -2.9 eV
- Total charge: -1

Geometry (Å):
Ga  -1.34482  -1.99359  -0.67306
P  1.83751  1.99622  0.55422
F  0.28035  -1.43881  1.95986
F  -1.92651  -0.97440  2.01478
O  0.03160  -2.24130  -1.87709
O  -2.75609  -1.67738  -1.79291
N  -1.52781  -6.10905  -1.09788
N  -3.97408  -1.75018  -1.04618
N  -1.48028  -4.05605  -0.21937
C  4.89974  2.19312  3.20304
C  4.37337  2.01859  4.47360
C  -0.44197  0.21443  -0.82186
C  2.65813  2.06037  2.17249
C  2.98228  4.76933  -2.28740
C  2.41955  4.78777  0.44524
C  2.53035  3.60167  -1.67290
C  0.04781  2.19281  0.75110
C  2.32794  2.35807  -2.52029
C  0.70141  -3.34340  -2.24344
C  -2.10736  1.96735  -0.33529
C  -6.48377  -1.88246  0.13721
C  2.97845  1.91888  4.58562
C  0.73109  1.50087  3.79888
C  -0.39073  3.29986  1.40830
C  2.69666  -4.22214  -3.43305
C  3.17465  5.94880  -1.55034
C  -0.81898  1.39429  -0.12525
C  2.81758  5.97906  -0.17506
C  -6.01151  -2.91068  -0.59252
C  -2.68355  -5.91991  -0.28241
C  -1.71736  3.75553  1.14917
C  4.07532  2.27976  2.12339
C  0.43815  -4.65350  -1.69651
C  1.77142  -3.20278  -3.19696
C  -0.78600  -4.95624  -1.02482
C  2.56328  -5.40564  -2.76272
C  1.43709  -5.61026  -1.95764
C  -2.48868  3.16507  0.20794
C  2.18379  1.70634  3.46220
C  -5.69879  -0.71407  0.24953
C  2.35863  3.59224  -0.28474
C  -4.77504  -2.82988  -1.20667
C  -2.57636  -4.70648  0.30786
C  -4.42572  -0.70586  -0.25935
B  -0.88444  -1.41504  1.29862
H  0.30083  0.67330  3.28953
H  -6.06318  0.13593  0.82417
H  3.52731  -4.03787  -4.04537
H  -1.32335  -6.85285  -1.76844
H  4.56774  2.51836  1.15999
H  -0.96705  0.18410  -1.81897
H  -2.15492  4.59116  1.71495
H  2.92017  6.87322  0.46586
H  0.59255  -0.08038  -0.89907
H  5.96962  2.27662  3.09418
H  3.30383  -6.20015  -2.93326
H  -3.81002  0.18191  -0.05385
H  2.50952  1.77462  5.55102
H  4.94012  1.91884  5.41641
H  -2.81001  1.45103  -1.05922
H  1.24719  2.21362  -2.76998
H  0.62713  1.30245  4.88763
H  -4.34865  -3.62184  -1.80249
H  2.68637  1.41007  -2.06097
H  -7.42908  -1.91744  0.65351
H  2.87499  2.50312  -3.43925
H  1.36807  -6.49292  -1.41484
H  -3.19066  -4.29044  1.07334
H  -6.60402  -3.81877  -0.72657
H  0.11200  2.36427  3.56317
H  -3.58714  -6.55141  -0.39681
H  1.91600  -2.19158  -3.65678
H  -3.39642  3.62687  -0.18459
H  0.28125  3.83013  2.11932
H  2.10023  4.69337  1.47798
H  3.56721  6.80219  -2.07793
H  3.25602  4.74918  -3.34999

Cartesian forces, eV/Å:
Ga 1.5 1.3 2.3
P 0.2 -1.0 -0.7
F 0.1 0.3 -0.1
F -0.1 0.6 0.7
O 1.4 -2.2 -1.6
O -2.3 -0.1 0.6
N -0.3 1.1 0.4
N 1.5 0.9 0.2
N 1.6 -2.4 -1.1
C 0.7 -0.1 1.2
C -1.2 0.0 1.0
C -0.9 0.5 -1.3
C 1.7 -0.1 1.1
C 0.3 0.6 0.4
C 0.2 -0.2 -0.9
C 0.5 -0.7 0.1
C 0.6 -1.2 -1.2
C -0.5 -0.3 0.2
C -0.4 1.1 0.2
C -0.5 -1.1 -1.4
C -1.6 1.7 1.4
C 1.5 -1.3 -0.4
C -0.1 0.1 0.9
C -2.2 1.3 0.4
C -1.7 1.4 0.8
C -0.7 -0.8 0.7
C 0.4 1.0 0.5
C 0.4 -0.2 0.0
C 1.2 -1.8 -1.6
C -0.2 -1.3 -1.0
C 1.7 1.8 2.3
C -1.0 0.2 -1.7
C 1.9 0.8 -1.8
C -0.1 0.7 0.4
C -3.1 1.2 2.0
C -0.5 -1.4 0.4
C 0.1 1.1 -0.5
C -0.9 -1.0 -1.1
C -1.2 2.0 -0.2
C 1.1 -0.1 0.0
C -0.9 0.0 0.6
C -0.9 -1.6 -0.4
C 1.0 -0.3 -1.4
C -0.6 1.7 0.3
B -0.9 -0.9 -1.0
H -0.4 -0.7 -0.5
H 0.3 -0.2 -0.1
H 1.0 0.2 -0.9
H -0.3 0.4 0.6
H -0.6 -0.2 0.5
H 0.6 -0.2 0.9
H 0.5 -0.1 -0.3
H -0.1 -0.4 -0.7
H 0.2 0.2 0.2
H 0.2 0.1 -0.2
H -0.5 0.3 0.4
H 0.1 -0.9 -0.5
H 0.2 0.1 0.1
H 0.1 0.3 -0.8
H 1.1 0.8 0.7
H 0.8 0.1 0.3
H 0.1 0.1 -0.6
H -0.1 0.0 0.0
H -0.3 0.8 0.0
H -0.2 -0.1 -0.1
H 0.1 -0.1 -0.5
H -0.2 -1.8 0.7
H -0.4 0.5 0.0
H 0.3 0.2 0.0
H 0.1 0.0 0.0
H 1.1 0.2 0.5
H -0.3 -1.1 0.5
H 0.0 -0.1 0.5
H -0.7 -0.3 -0.7
H 0.4 0.6 0.0
H 0.0 0.3 0.2
H -0.2 0.0 0.4

Q: Which value of total charge does entry 1 give?
A: -1

Q: Number 2 is which compound?
A: C35H32BCoN3O2P2S5Se2

Q: Which value of total charge does entry 2 give?
A: -1